Entry 1:
Here is C44H36N9O3PPbS2 as an isolated structure from the Open Molecules 2025 dataset. Energies are from ωB97M-V/def2-TZVPD.

Structure (XYZ):
```
96
C44H36N9O3PPbS2 ωB97M-V/def2-TZVPD
Pb -0.51972 -1.33141 0.00283
S -4.07839 -1.38237 -3.52162
S 2.36396 -0.19618 -3.06041
P 1.30477 1.53534 -0.25011
O 3.65323 -0.84528 -3.17424
O 1.52740 -0.26037 -4.23979
O 1.63663 -0.57186 -1.82912
N -1.93064 0.30215 1.60068
N -2.46565 0.84969 3.83426
N -1.99041 -0.85865 -2.12258
N -3.16578 1.28256 -0.08164
N 0.84494 -3.64406 -0.09773
N -4.37021 2.05818 4.25100
N 0.33110 -1.01853 2.55215
N 1.32400 -3.33186 -2.33800
N -3.80400 1.70013 2.06698
C 3.89411 1.56428 3.01842
C 0.37852 3.01365 0.36423
C -4.44073 -3.47480 -1.25664
C 2.36453 2.24939 -1.60847
C -0.07031 -0.17666 4.74702
C 1.51744 -5.63346 1.06392
C 3.53574 2.13514 -3.74335
C 2.87045 3.54625 -1.45730
C -1.09839 4.84808 -0.24815
C -2.86283 -3.64880 0.99854
C -3.53176 1.51242 3.34997
C -3.00736 -1.66543 -2.16900
C -2.96642 1.09382 1.22560
C 1.51673 -1.46655 2.96211
C -1.99912 0.06983 -3.16025
C 3.53553 0.15958 0.65437
C -1.25115 1.96217 -4.40042
C -4.79014 -4.36090 -0.25351
C 2.88401 1.93368 2.13575
C -1.70885 0.27889 2.91469
C 1.14934 -0.67712 5.17321
C 2.73801 1.53735 -2.76652
C -1.65430 4.85761 1.02518
C -3.26309 0.81274 -5.10247
C -1.20635 3.94064 1.96388
C -0.44292 -0.35948 3.42114
C 3.97875 3.43253 -3.58683
C -0.10404 3.93653 -0.57453
C 4.72432 0.49336 2.72493
C -3.30647 -2.66760 -1.12215
C 2.01463 -5.37940 -1.26238
C -2.47254 -2.74387 0.01164
C 2.67802 1.22816 0.94979
C 1.39666 -4.11138 -1.22611
C 1.96621 -1.32234 4.26328
C -1.07144 1.09084 -3.34698
C 2.07765 -6.12923 -0.11853
C 0.91258 -4.40292 1.00753
C 4.54987 -0.19694 1.53125
C -3.07971 -0.06059 -4.03554
C -0.21656 3.02362 1.63163
C 3.65550 4.13440 -2.43168
C -2.33718 1.82718 -5.27165
C -3.99939 -4.43899 0.88604
H 0.41920 -3.99464 1.88546
H -1.63651 3.92394 2.95925
H 3.80904 1.55421 -4.61585
H -4.24547 1.85720 5.22506
H 2.55793 -7.09970 -0.13182
H 2.64489 4.09883 -0.55312
H -0.22446 1.16885 -2.67638
H -4.27095 -5.12132 1.68413
H 2.13267 -1.94661 2.20843
H -2.45501 2.52365 -6.09157
H -2.53990 0.87692 -0.75860
H -0.52716 2.74984 -4.57000
H 4.59714 3.89280 -4.34836
H 1.91637 -3.58507 -3.11010
H 0.06996 2.28383 2.37000
H -5.67322 -4.97838 -0.35507
H 2.28812 2.80596 2.36307
H -5.05559 -3.40878 -2.14954
H 2.93978 -1.70229 4.54294
H 1.55035 -6.19299 1.98858
H 1.27552 -2.32756 -2.18680
H 0.30408 3.94048 -1.57833
H 3.40705 -0.39239 -0.27030
H -4.10460 0.70301 -5.77416
H -2.25943 -3.75233 1.89892
H 4.03767 2.12889 3.93226
H -0.73667 0.36583 5.40022
H 4.02207 5.14431 -2.28950
H -3.89698 1.90627 -0.37088
H -2.44320 5.55723 1.27291
H -5.20494 2.50554 3.92006
H 5.51101 0.20750 3.41323
H 5.21303 -1.01512 1.27643
H 1.46014 -0.55332 6.20305
H -1.44813 5.55056 -0.99587
H 2.44741 -5.72828 -2.19205
```

Computed properties:
- Net charge: 0
- Energy relative to the best compared isomer or geometry (same formula, charge and spin): 25.8 kJ/mol
- E_tot: -101976.6691 eV

Löwdin atomic charge list, values in e, 6 entries: atom 1 (Pb): 1.359, atom 2 (S): 1.122, atom 3 (S): 0.406, atom 4 (P): 1.069, atom 5 (O): -0.315, atom 6 (O): -0.311


Entry 2:
Here is an isolated ion of composition C7H10N2 and charge +2 in a non-equilibrium geometry from the Open Molecules 2025 dataset. Energies are from ωB97M-V/def2-TZVPD.

Structure (XYZ):
```
19
C7H10N2 ωB97M-V/def2-TZVPD
N -0.07827 0.22739 0.00146
N -0.60214 -2.16322 -0.42622
C 0.24876 -2.99271 -0.98953
C 1.06741 -1.94869 -0.60027
C -1.19700 0.98853 0.58726
C -0.44186 0.08247 1.40790
C 0.78113 1.47137 -0.11039
C -0.48954 2.30363 0.19702
C 0.04808 -0.89975 -0.90027
H -0.41272 2.96297 0.95875
H 0.18881 0.68268 2.04430
H 0.27508 -3.97690 -1.08439
H -0.76683 2.78981 -0.73032
H 1.56292 1.51294 0.59272
H -0.84982 -0.81862 1.85566
H 1.89186 -2.06007 0.09176
H -2.18748 0.77115 0.14665
H -0.30152 -0.61228 -1.88730
H 1.26313 1.67931 -1.15478
```

Computed properties:
- Net charge: +2
- Energy relative to the best compared isomer or geometry (same formula, charge and spin): 373.4 kJ/mol
- E_tot: -10376.6972 eV

natural (NBO) atomic charge list, values in e, 6 entries: atom 1 (N): -0.255, atom 2 (N): -0.092, atom 3 (C): 0.269, atom 4 (C): 0.037, atom 5 (C): 0.031, atom 6 (C): -0.243


Entry 3:
Here is a 2-piece molecular cluster, C9H14N overall in a non-equilibrium geometry from the Open Molecules 2025 dataset. Energies are from ωB97M-V/def2-TZVPD.

Structure (XYZ):
```
24
C9H14N ωB97M-V/def2-TZVPD
N 0.10289 1.35415 -0.22562
C 1.39499 -0.59672 0.08102
C -3.65474 -0.96912 -0.69838
C -2.42126 -0.40096 -0.12910
C 0.80211 -0.54543 -1.28755
C 1.06858 -1.88464 0.89084
C 0.09086 0.73224 -1.31966
C 0.81863 0.70378 0.81612
C -3.40395 -0.90596 0.65085
C -0.32556 2.69759 -0.12301
H 0.24199 3.20544 0.64633
H 0.11671 0.47737 1.54324
H -4.42418 -1.13200 -1.39455
H 1.63121 1.32807 1.15408
H 1.23735 -2.08580 1.94134
H 1.56096 -0.55076 -2.01530
H -0.25746 1.28707 -2.18731
H 1.66029 -2.68414 0.35666
H -0.15281 3.22595 -1.06881
H -1.38706 2.86728 -0.01583
H -3.81917 -1.02314 1.65652
H 0.03320 -1.38838 -1.58858
H 0.01944 -2.21854 0.82262
H 2.38858 -0.36546 0.08776
```

Computed properties:
- Net charge: +1
- Energy relative to the best compared isomer or geometry (same formula, charge and spin): 511.3 kJ/mol
- E_tot: -11038.5197 eV

Löwdin atomic charge list, values in e, 6 entries: atom 1 (N): -0.138, atom 2 (C): -0.269, atom 3 (C): 0.052, atom 4 (C): 0.026, atom 5 (C): -0.099, atom 6 (C): -0.046


Among the records above, which one has the highest E_tot?
C7H10N2